44
Properties=species:S:1:pos:R:3:forces:R:3:lowdin_charge:R:1 method="wB97M-V/def2-TZVPD" homo_lumo_gap_ev=9.46 total_energy_ha=-975.277954 total_charge=0
N -5.214456 3.962052 1.837818 2.1 -1.7 -0.9 -0.0342
C -3.637509 4.066398 1.754297 -3.7 2.0 1.3 -0.2737
C -3.145206 2.724441 1.498531 1.7 -1.8 1.5 -0.2482
C -1.623143 2.572782 1.274111 0.7 1.3 -0.1 -0.1897
C -1.256267 1.173535 0.815329 0.0 1.1 -2.0 -0.1445
C 0.084434 0.927186 0.088929 -0.3 3.4 0.7 -0.2022
N 0.062393 -0.145947 -0.846969 0.1 -0.6 0.2 0.1207
C -0.144515 -1.455242 -0.697400 0.3 -0.2 -2.6 -0.5008
O -0.242721 -2.065323 0.313696 -0.5 -1.3 3.7 0.1002
C -0.149031 -2.223303 -2.052426 0.8 1.1 0.9 -0.2527
N -1.035478 -1.363891 -2.882139 0.8 -1.6 -2.3 0.0331
C 1.376206 -2.225772 -2.478265 0.1 2.6 2.5 -0.0551
C 2.469323 -2.379298 -1.332276 -1.5 -3.4 -2.3 -0.2256
C 3.039824 -3.659789 -1.145167 0.2 0.7 2.1 -0.0033
C 4.073261 -3.810042 -0.112711 -2.6 -3.1 -3.4 -0.1300
C 4.570237 -2.801444 0.573095 1.6 3.5 2.3 -0.1035
C 3.980030 -1.485560 0.304740 1.1 -1.1 2.2 -0.0570
C 2.936446 -1.350173 -0.591562 1.9 4.5 1.4 -0.1098
C 1.199176 0.912063 1.189751 -0.4 -3.5 -2.1 -0.4850
O 2.045155 1.730419 1.353746 -0.1 0.7 0.6 0.1256
O 1.277579 -0.348849 1.709281 -1.1 -0.2 0.7 0.0493
H -5.319839 4.893938 2.128394 -1.5 1.5 0.1 0.0145
H -5.499599 3.836859 0.844334 -0.1 0.5 1.1 0.0658
H -3.635047 4.917446 1.037981 1.7 -0.8 0.2 0.1166
H -3.432085 4.403007 2.806574 0.5 -0.1 -1.2 0.1254
H -3.677557 2.253682 0.700857 -0.5 -0.3 -0.7 0.0974
H -3.394627 2.160469 2.474719 0.2 0.5 -1.6 0.1558
H -1.169044 2.812922 2.207418 0.6 0.2 0.9 0.1002
H -1.190738 3.368195 0.581517 -0.8 -1.0 0.4 0.1420
H -2.057033 1.058684 0.117752 -0.4 -1.2 -0.9 0.1066
H -1.287062 0.422656 1.522226 -0.8 -1.3 2.0 0.0976
H 0.231353 1.853342 -0.511344 0.3 -0.6 0.3 0.1628
H 0.219710 0.014806 -1.814119 -0.1 1.1 -0.6 0.1164
H -0.496390 -3.238211 -1.877299 -0.2 0.0 0.1 0.1397
H -0.994971 -1.700080 -3.876900 0.0 0.5 1.1 0.1020
H -1.997976 -1.534368 -2.615508 -0.1 0.1 0.2 0.0819
H 1.536685 -1.160254 -2.712510 0.1 -0.4 -0.8 0.1063
H 1.678310 -2.842031 -3.271564 -0.1 -0.9 -1.2 0.0903
H 2.543351 -4.558945 -1.567329 0.7 0.7 0.1 0.1150
H 4.387326 -4.835981 0.081938 0.1 0.2 -0.1 0.0981
H 5.418577 -3.057913 1.363577 -2.0 1.1 -1.7 0.1448
H 4.206235 -0.587829 0.963340 0.1 -1.3 -1.1 0.1245
H 2.743858 -0.186845 -0.632403 -0.6 -2.7 -0.7 0.1516
H 0.520825 -1.047791 1.473940 1.6 1.8 -0.1 0.1311

=====

97
Properties=species:S:1:pos:R:3:forces:R:3:lowdin_charge:R:1 method="wB97M-V/def2-TZVPD" homo_lumo_gap_ev=7.14 total_energy_ha=-37716.744471 total_charge=0
C 7.408689 -0.803300 -2.225222 0.4 0.6 -1.1 -0.0724
C 6.610597 -0.417918 -3.530260 -0.6 0.0 -0.4 -0.3129
C 7.338393 -0.731998 -4.899323 -0.3 -1.2 1.2 -0.0834
C 5.339386 0.131161 -3.491891 2.0 -0.3 0.7 -0.0733
C 5.041740 1.177679 -2.362137 -0.2 -0.8 0.4 -0.1972
C 4.268349 2.469493 -2.833512 -0.5 -0.7 0.7 -0.1702
C 2.746491 2.254462 -3.220700 -0.1 0.0 -0.8 -0.3694
C 2.655880 1.949901 -4.775327 0.5 0.7 -0.1 -0.1027
C 1.961343 1.241616 -2.300676 -0.6 0.7 0.2 -0.1455
C 0.550674 0.759898 -2.886600 0.6 -1.2 0.7 -0.1256
C 0.672531 -0.794724 -3.159467 -0.3 -0.4 -0.4 -0.1361
C 1.327249 -1.341562 -4.328927 -1.0 -0.9 1.7 -0.0335
C 1.472746 -2.815817 -4.555102 -1.6 0.7 3.1 -0.0594
C 0.928290 -3.718504 -3.549553 0.8 1.3 -1.4 -0.0375
C 0.219226 -3.203654 -2.359314 -0.6 1.3 1.0 -0.2799
N -0.380190 -3.952310 -1.328051 -0.1 3.7 -2.1 -0.3126
S -1.027663 -2.769298 -0.261182 -2.4 4.2 -7.3 0.5236
N -0.604522 -1.312029 -0.948699 0.7 -3.1 -2.2 -0.1959
C 0.061501 -1.695113 -2.114257 1.5 -0.9 -1.7 -0.2574
H 7.538495 0.085508 -1.555404 -0.2 -1.0 -0.3 0.0675
H 6.925059 -1.681276 -1.706170 0.3 1.2 -0.4 0.0881
H 8.432317 -1.148234 -2.533763 -0.8 0.4 0.4 0.0655
H 8.442025 -0.536456 -4.747733 -1.2 0.0 -0.2 0.0741
H 6.939567 -0.115646 -5.740854 0.3 -0.7 0.8 0.0706
H 7.265128 -1.843516 -5.104970 0.1 1.1 -0.2 0.0779
H 4.609222 -0.246952 -4.245661 0.6 1.3 0.2 0.0972
H 4.532358 0.678718 -1.480429 0.3 0.8 -0.9 0.1081
H 6.044121 1.520972 -1.967652 -1.1 -0.4 -0.5 0.0997
H 4.816539 2.902166 -3.713307 -0.5 -0.2 0.9 0.1130
H 4.281326 3.183991 -1.955437 0.2 -0.6 -1.0 0.0888
H 2.241667 3.257748 -3.081817 0.5 -1.2 -0.3 0.0197
H 1.622747 2.025501 -5.202124 0.8 -0.2 0.5 0.0570
H 3.126790 0.982597 -5.083796 -0.5 0.8 0.4 0.0464
H 3.260244 2.762914 -5.285196 -0.7 -0.9 0.4 0.0817
H 2.526671 0.317195 -2.021515 -0.3 0.9 -0.4 0.1026
H 1.723218 1.794582 -1.339072 0.5 -0.6 -0.9 0.1076
H 0.214061 1.325213 -3.789832 0.3 -0.5 0.8 0.1016
H -0.202317 0.878087 -2.053737 0.6 -0.1 -1.1 0.0968
H 1.733357 -0.633400 -5.084775 -0.4 -0.7 0.7 0.0853
H 2.006975 -3.172496 -5.462425 -0.6 0.2 0.9 0.0949
H 1.077006 -4.813904 -3.739252 -0.4 1.2 0.6 0.1039
Br -6.086264 -1.751983 3.722379 0.0 0.0 -0.1 0.6231
C -5.225397 -3.173339 2.704766 -0.1 -0.1 0.3 -0.6786
C -3.773693 -2.862865 2.450441 0.1 0.0 -0.4 -0.6954
Br -3.562729 -1.542070 1.033651 -0.5 0.3 0.4 0.6546
H -5.803028 -3.304894 1.792404 0.1 0.0 0.0 0.0575
H -5.324606 -4.065482 3.323675 0.1 0.0 -0.1 0.0548
H -3.249903 -3.749874 2.091173 -0.1 0.0 0.1 0.0371
H -3.258599 -2.471540 3.326146 -0.1 0.0 0.0 0.0492
Br 0.458141 5.098554 -4.531707 -0.1 0.0 0.1 0.6575
C 0.084717 6.261802 -3.014067 0.0 0.0 -0.2 -0.7090
C 1.348955 6.627377 -2.279411 0.0 0.0 0.3 -0.6639
Br 1.974865 5.155368 -1.165876 0.0 0.1 0.1 0.6888
H -0.641917 5.745002 -2.390411 0.1 0.0 0.0 0.0068
H -0.379200 7.149297 -3.444368 0.1 0.0 0.1 0.0499
H 1.166398 7.448462 -1.586197 -0.1 0.0 -0.1 0.0569
H 2.169234 6.893829 -2.942764 -0.1 -0.1 0.0 0.0541
Br -2.895922 3.774787 -0.128581 0.1 0.1 0.0 0.6064
C -3.683870 5.529815 0.178800 0.0 -0.3 0.1 -0.6971
C -4.596423 5.927700 -0.952591 0.0 0.3 0.0 -0.6887
Br -3.582044 6.507307 -2.511245 -0.1 -0.1 0.0 0.6349
H -2.860403 6.224500 0.331367 -0.1 0.0 -0.1 0.0496
H -4.245839 5.430236 1.107316 0.0 0.0 -0.1 0.0569
H -5.202805 6.788908 -0.672333 0.1 -0.1 0.0 0.0569
H -5.248686 5.121596 -1.281515 0.1 0.0 0.1 0.0521
Br -12.061971 -2.396347 3.560040 0.0 0.0 0.1 0.6011
C -11.178046 -1.859309 5.210915 -0.1 0.2 -0.2 -0.7004
C -9.702790 -2.163315 5.167588 0.1 -0.1 0.2 -0.7177
Br -9.360686 -4.060935 5.444645 0.0 0.1 -0.1 0.5872
H -11.695913 -2.361341 6.025432 0.1 0.0 -0.1 0.0497
H -11.346026 -0.785140 5.286481 0.1 -0.1 0.0 0.0566
H -9.183172 -1.659599 5.982652 -0.1 0.0 0.0 0.0573
H -9.235713 -1.892388 4.223041 -0.1 0.0 0.1 0.0185
Br 0.427121 2.258389 2.657620 0.1 0.0 0.0 0.5944
C 1.509010 3.447495 3.758300 -0.3 0.0 0.0 -0.6998
C 2.325206 4.387736 2.909751 0.3 0.1 0.1 -0.7002
Br 3.865818 3.482759 2.134496 -0.1 0.0 -0.1 0.5906
H 2.115534 2.817071 4.405148 0.0 0.1 -0.1 0.0484
H 0.793379 4.001379 4.365848 0.1 0.0 -0.1 0.0551
H 2.743410 5.189640 3.518151 -0.1 -0.1 0.0 0.0574
H 1.762445 4.819931 2.084223 0.0 -0.1 0.1 0.0221
Br -0.062921 -4.102057 1.085916 4.3 -4.7 6.6 0.8183
C 0.537238 -4.788804 2.840172 0.0 -0.4 0.3 -0.6444
C 2.039799 -4.757983 2.944708 0.1 -0.2 0.1 -0.6886
Br 2.848070 -6.218670 1.940795 0.0 0.1 0.0 0.6146
H 0.118639 -5.786004 2.956520 0.2 0.1 0.1 -0.0115
H 0.085219 -4.123053 3.576821 0.1 0.0 0.0 0.0380
H 2.357408 -4.912704 3.976092 0.0 0.0 -0.1 0.0550
H 2.478161 -3.834189 2.569282 -0.1 -0.1 0.0 0.0533
Br -2.306905 -6.343056 4.154265 -0.3 -0.1 0.1 0.6701
C -2.634559 -5.203775 5.702667 0.0 0.1 -0.3 -0.6668
C -1.350693 -4.856331 6.411332 0.0 -0.1 0.3 -0.6908
Br -0.703312 -6.350265 7.479586 0.0 0.1 -0.1 0.6203
H -3.346944 -5.728284 6.335855 0.1 0.0 0.0 0.0546
H -3.105564 -4.306275 5.300398 0.1 0.0 0.1 0.0453
H -1.512763 -4.047127 7.123188 -0.1 0.0 -0.1 0.0612
H -0.546755 -4.581238 5.732142 -0.1 0.0 0.0 0.0301

=====

86
Properties=species:S:1:pos:R:3:forces:R:3:lowdin_charge:R:1 method="wB97M-V/def2-TZVPD" homo_lumo_gap_ev=6.07 total_energy_ha=-6349.507082 total_charge=-2
Ba -0.612050 -0.771794 -1.148740 -0.8 1.4 1.7 1.6602
O -0.012200 -2.449209 -5.076919 -0.2 0.2 0.1 0.0474
C 0.953283 -3.372347 -5.065761 0.0 0.0 -0.2 -0.2685
C 1.265322 -3.955762 -6.299601 0.1 0.0 0.0 -0.0246
C 2.265489 -4.898731 -6.397937 0.0 0.0 0.0 -0.1130
C 2.975644 -5.286213 -5.263037 0.0 0.0 0.0 -0.1174
C 2.646612 -4.727700 -4.043602 0.0 -0.1 0.1 -0.0406
C 1.634177 -3.776543 -3.914097 0.2 -0.2 0.1 -0.0734
C 1.283475 -3.245610 -2.567917 0.2 -0.1 0.2 -0.4589
O 0.602610 -2.158008 -2.485380 0.9 -1.2 -1.6 -0.4701
N 1.701042 -3.935970 -1.543994 -0.3 0.1 0.1 0.0114
N 1.175469 -3.444132 -0.341628 0.4 -0.1 -0.1 -0.0822
C 1.955094 -3.631848 0.637267 -0.3 0.1 0.1 -0.9272
S 3.580589 -4.315311 0.514532 0.1 0.0 -0.1 0.8877
C 4.076187 -3.671019 2.134378 0.0 0.1 0.0 -0.5536
C 2.916041 -3.874440 3.089937 0.0 -0.1 0.0 -0.5495
S 1.422266 -3.245317 2.284337 0.0 0.0 -0.1 0.8813
H -0.088441 -2.060959 -4.176617 0.0 0.0 -0.1 0.0515
H 0.697232 -3.635768 -7.161866 0.0 0.0 0.0 0.1101
H 2.496721 -5.334478 -7.362458 0.0 0.0 0.0 0.0895
H 3.772877 -6.014729 -5.330658 0.0 0.0 0.0 0.0848
H 3.165475 -5.022463 -3.140906 0.0 0.0 0.0 0.1015
H 4.300354 -2.605579 2.043177 0.0 -0.1 0.0 0.0477
H 4.971906 -4.199778 2.461679 0.0 -0.1 0.0 0.0671
H 3.057890 -3.314083 4.013986 0.0 0.0 0.0 0.0603
H 2.789887 -4.934270 3.320835 0.0 0.0 0.0 0.0651
Cl -2.751422 -1.527380 1.966812 -0.1 -0.1 -0.1 0.5713
C -3.584191 -2.340653 0.617853 0.1 0.1 0.2 -0.7144
C -2.987747 -2.278281 -0.616852 -0.1 0.0 0.0 -0.3292
C -3.674420 -2.911315 -1.631596 0.1 0.0 -0.2 -0.7098
Cl -2.962827 -2.865516 -3.247698 -0.1 -0.1 0.2 0.6650
C -4.884092 -3.570465 -1.455468 -0.1 0.0 0.0 -0.7113
Cl -5.704269 -4.342550 -2.772518 0.0 0.0 0.0 0.6271
C -5.443158 -3.605039 -0.178487 -0.1 0.0 0.0 -0.7132
Cl -6.947648 -4.420175 0.090430 0.0 0.0 0.0 0.6188
C -4.788135 -2.983253 0.881141 0.0 0.0 0.0 -0.7171
Cl -5.480868 -3.025908 2.470810 0.0 0.0 0.0 0.6189
N 3.685844 0.027539 5.179151 0.0 0.0 0.0 0.1312
C 2.935742 0.098633 4.028547 0.0 0.0 0.1 -0.5228
N 1.670303 0.510759 4.155545 0.2 0.0 0.0 0.1665
N 3.544198 -0.256579 2.926312 0.0 0.0 0.2 0.0934
C 2.879231 -0.172965 1.783350 0.3 0.0 0.0 -0.4055
N 2.424254 -0.145881 0.723165 -0.4 0.0 -0.4 0.1417
H 3.196874 -0.070900 6.051909 0.0 0.0 0.0 0.0899
H 4.534993 -0.502788 5.082168 0.0 0.0 0.0 0.0903
H 1.386619 0.928603 5.027336 0.0 0.0 -0.1 0.0986
H 1.117392 0.855466 3.357292 0.1 0.0 0.1 -0.0431
S -0.892888 7.649079 4.043860 0.0 -0.1 0.0 0.5148
C -0.451117 6.038029 3.889788 0.0 0.2 0.0 -1.0873
S -1.343355 4.983405 2.848563 -0.2 0.2 -0.1 0.9558
C -0.297145 3.651890 3.231983 0.4 -0.7 0.1 -1.1574
N 0.644340 3.978550 4.069570 -0.2 -0.1 -0.1 -0.0235
N 0.554232 5.315900 4.433814 0.0 0.1 0.1 -0.1447
C 1.552528 5.720693 5.362086 0.0 0.1 0.0 -0.1777
C 1.525881 6.953898 6.005601 0.0 0.0 0.1 -0.0505
C 2.520123 7.273475 6.918664 0.0 0.1 0.0 -0.0980
C 3.547355 6.391234 7.201180 0.0 -0.1 0.0 -0.1160
C 3.575562 5.168469 6.544351 0.0 0.0 0.0 -0.0977
C 2.592863 4.830229 5.633311 0.1 -0.1 0.0 -0.0273
S -0.543318 2.097480 2.565672 -0.3 0.3 -0.1 0.5217
H 0.738137 7.653950 5.791697 0.0 0.0 0.0 0.0077
H 2.478997 8.237198 7.410325 0.0 0.0 0.0 0.0968
H 4.314349 6.647061 7.919943 0.0 0.0 0.0 0.0904
H 4.373881 4.462718 6.733760 0.0 0.0 0.0 0.0961
H 2.620511 3.883233 5.118591 0.0 0.0 0.0 0.0917
N -1.671396 2.150972 -0.711160 0.2 -0.2 0.3 -0.0175
H -0.888531 2.766962 -0.891215 0.0 0.0 0.0 0.0179
H -1.944176 2.297709 0.255509 0.0 0.1 0.0 -0.0552
H -2.428033 2.396453 -1.335796 0.0 0.0 -0.1 0.0044
C -5.531526 1.561169 -4.261380 -0.1 0.0 0.0 -0.1186
C -5.149245 1.022962 -3.014611 0.0 0.0 0.0 -0.1001
C -3.842212 0.690131 -2.791077 0.0 0.0 0.0 -0.0919
C -2.828868 0.865549 -3.772117 0.0 -0.1 0.2 -0.2427
C -1.468463 0.491823 -3.467820 -0.2 0.0 -0.5 -0.2653
C -0.601978 0.684038 -4.525154 0.2 0.1 0.0 -0.1983
C -0.974454 1.191539 -5.794231 0.0 0.1 0.0 -0.1148
C -2.266057 1.546856 -6.044617 -0.1 0.0 0.0 -0.0818
C -3.236963 1.391604 -5.023772 0.0 0.1 -0.2 -0.1922
C -4.594650 1.736614 -5.238680 0.0 0.0 0.0 -0.0680
H -6.567441 1.824897 -4.442813 0.0 0.0 0.0 0.0851
H -5.890948 0.865863 -2.240901 0.0 0.0 0.0 0.0926
H -3.558621 0.266620 -1.834906 0.0 -0.1 0.0 0.0757
H 0.450353 0.425979 -4.413656 0.1 0.0 0.0 0.0708
H -0.227187 1.294145 -6.574656 0.0 0.0 0.0 0.0860
H -2.570233 1.932764 -7.012590 0.0 0.0 0.0 0.0911
H -4.879926 2.139564 -6.205321 0.0 0.0 0.0 0.0952

=====

23
Properties=species:S:1:pos:R:3:forces:R:3:lowdin_charge:R:1 method="wB97M-V/def2-TZVPD" homo_lumo_gap_ev=9.83 total_energy_ha=-400.842243 total_charge=0
C -0.304723 0.652944 -2.724094 1.3 0.6 0.4 -0.1436
N 0.099216 0.401578 -1.325663 -1.3 1.2 -0.3 -0.1307
C -0.700823 1.331127 -0.476281 0.3 -2.5 1.1 -0.2166
C -0.198880 1.090522 1.002885 -1.1 0.5 -1.1 -0.1819
N -0.970234 0.031482 1.713659 1.8 1.5 -0.5 -0.0768
C -0.240784 -1.202676 1.877752 -3.2 -1.7 0.1 -0.2951
N -0.080883 -2.059788 0.656038 1.7 1.5 0.4 -0.0034
H 0.367851 0.046294 -3.340851 -0.4 0.4 -0.3 0.0763
H -1.346036 0.555081 -3.017555 -0.4 -0.7 0.3 0.0657
H -0.147799 1.740518 -2.852872 0.5 -0.5 -0.5 0.0754
H -0.305496 -0.468773 -0.991575 0.7 -0.6 -0.4 0.0585
H -1.701360 0.908366 -0.587981 -0.7 0.6 0.4 0.0980
H -0.758043 2.341413 -0.824047 0.6 0.7 -0.1 0.0966
H 0.830681 0.743167 0.840944 -0.4 0.8 0.7 0.0674
H -0.296609 2.057361 1.525853 0.5 -0.5 0.2 0.1060
H -1.881988 0.038631 1.294038 -0.4 -0.9 0.2 0.0891
H 0.765994 -0.959845 2.273782 -0.8 -0.4 0.2 0.1192
H -0.974102 -1.848853 2.511827 1.9 1.2 0.0 0.1301
H 0.792757 -2.554422 0.831711 -0.5 -0.4 -0.6 0.0686
H -0.844674 -2.685580 0.500833 -0.2 -0.4 0.2 0.0549
O 2.911103 -0.232196 0.581306 -0.1 -0.2 0.2 -0.0725
H 3.006034 0.556353 0.037487 -0.1 -0.1 -0.1 0.0393
H 1.978795 -0.482709 0.492801 0.5 0.0 -0.4 -0.0245

=====

18
Properties=species:S:1:pos:R:3:forces:R:3:lowdin_charge:R:1 method="wB97M-V/def2-TZVPD" homo_lumo_gap_ev=9.26 total_energy_ha=-360.363497 total_charge=+1
C 0.834665 1.147033 -1.005772 -2.3 -5.8 0.5 0.2282
C 0.024540 -0.866103 -0.769947 2.3 5.8 -0.7 -0.0038
C -0.067308 -1.957647 -1.706895 -0.2 -0.8 -0.2 -0.0289
C -1.023593 -1.511611 1.317503 -0.5 -0.7 0.7 0.0373
C 0.660821 2.773281 0.784185 0.0 1.0 0.7 0.0257
N -0.157223 0.615947 0.968986 -0.5 0.6 1.8 0.0782
N -0.363520 -0.579418 0.420095 0.6 0.3 -1.2 -0.1663
N 0.469911 1.468126 0.177052 0.1 -0.8 -0.9 -0.2421
H 1.367198 1.583425 -1.812061 0.3 0.6 -0.3 0.0948
H 0.158806 -2.901389 -1.202454 0.0 0.0 -0.1 0.1067
H -1.076907 -2.015478 -2.124826 0.0 0.0 0.0 0.1106
H 0.630921 -1.833041 -2.532360 0.0 0.1 0.1 0.1013
H -1.885252 -1.965524 0.831752 0.1 0.1 -0.1 0.1107
H -0.325776 -2.292585 1.620178 0.0 0.1 -0.1 0.1137
H -1.341369 -0.951821 2.194546 0.0 -0.1 -0.1 0.1055
H 1.335156 3.376720 0.182466 0.0 -0.2 -0.1 0.1057
H -0.306199 3.271045 0.870001 0.1 -0.1 -0.1 0.1127
H 1.065130 2.639041 1.787551 0.0 -0.1 -0.2 0.1099